ORCA calculation (ωB97M-V with the def2-TZVPD basis set) on C11H16N2 in the gas phase.

SMILES	Cc1cncc([C@@H]2CCCN2C)c1
energy above the lowest of the compared OMol25 structures with the same formula, charge and spin	25.5	kcal/mol

Atoms and positions in Å:
C -3.170 1.860 1.936
C -2.412 0.989 0.983
C -3.076 0.282 -0.026
N -2.482 -0.391 -1.025
C -1.101 -0.329 -0.997
C -0.338 0.186 0.019
C 1.184 0.056 0.090
C 1.859 0.880 -1.020
C 2.940 0.049 -1.656
C 3.073 -1.105 -0.698
N 1.647 -1.293 -0.145
C 1.642 -2.079 1.057
C -1.009 0.950 1.016
H -3.035 2.925 1.532
H -2.781 1.756 2.991
H -4.246 1.636 1.949
H -4.171 0.212 0.012
H -0.548 -0.812 -1.796
H 1.531 0.464 1.041
H 1.067 1.247 -1.733
H 2.309 1.789 -0.553
H 3.907 0.583 -1.799
H 2.529 -0.315 -2.603
H 3.704 -0.822 0.141
H 3.469 -1.993 -1.079
H 0.639 -1.927 1.620
H 1.785 -3.164 0.798
H 2.539 -1.773 1.687
H -0.417 1.542 1.759

---

ORCA calculation (ωB97M-V with the def2-TZVPD basis set) on C11H16N2O2S in the gas phase.

SMILES	C/C(=N\OCC(=O)NC(C)C)c1cccs1
energy above the lowest of the compared OMol25 structures with the same formula, charge and spin	0.0	kcal/mol

Atoms and positions in Å:
C 2.157 2.435 -1.367
C 1.152 1.334 -1.492
N 0.041 1.266 -0.859
O -0.247 2.304 0.022
C -1.513 2.139 0.626
C -1.604 0.999 1.658
O -2.170 1.161 2.719
N -1.050 -0.145 1.227
C -0.956 -1.369 2.013
C -0.138 -1.133 3.281
C -2.353 -1.889 2.347
C 1.435 0.242 -2.392
C 0.655 -0.850 -2.684
C 1.251 -1.720 -3.613
C 2.476 -1.291 -4.021
S 2.927 0.187 -3.280
H 2.297 2.920 -2.332
H 3.116 2.028 -1.051
H 1.816 3.168 -0.640
H -1.705 3.085 1.136
H -2.285 1.974 -0.137
H -0.579 -0.105 0.330
H -0.440 -2.099 1.378
H -0.037 -2.059 3.840
H 0.854 -0.763 3.029
H -0.639 -0.396 3.903
H -2.876 -1.157 2.955
H -2.282 -2.823 2.898
H -2.923 -2.060 1.436
H -0.314 -1.002 -2.246
H 0.791 -2.626 -3.965
H 3.146 -1.755 -4.717

---

ORCA calculation (ωB97M-V with the def2-TZVPD basis set) on C11H16N2O8 in the gas phase.

SMILES	CC(=O)N[C@@H](CC(=O)O)C(=O)N[C@@H](CCC(=O)O)C(=O)O
energy above the lowest of the compared OMol25 structures with the same formula, charge and spin	283.9	kcal/mol

Atoms and positions in Å:
C 0.356 3.580 1.349
C 0.407 2.654 0.069
O -0.284 2.967 -0.935
N 1.109 1.548 0.132
C 1.153 0.538 -0.858
C 2.666 0.369 -1.337
C 3.347 -0.191 -0.105
O 3.223 0.049 1.127
O 4.275 -0.899 -0.330
C 0.491 -0.734 -0.776
O 0.604 -1.704 -1.252
N -0.274 -0.911 0.474
C -1.130 -1.743 0.534
C -2.506 -1.693 -0.168
C -3.304 -0.571 0.018
C -2.636 0.541 -0.026
O -2.198 1.461 0.927
O -2.528 1.117 -1.143
C -0.525 -3.122 0.471
O -0.992 -4.109 -0.336
O 0.561 -3.102 1.142
H 0.466 2.961 2.182
H -0.599 4.309 1.384
H 1.124 4.319 0.943
H 1.668 1.246 0.816
H 0.640 0.926 -1.634
H 2.782 -0.551 -2.145
H 3.211 1.361 -1.469
H 4.679 -1.357 0.333
H -0.489 0.029 1.056
H -1.581 -1.973 1.623
H -2.987 -2.519 -0.547
H -2.043 -1.569 -1.339
H -3.772 -0.623 0.984
H -4.238 -0.591 -0.816
H -1.809 1.901 -1.195
H 1.133 -3.914 0.843

---

ORCA calculation (ωB97M-V with the def2-TZVPD basis set) on C11H16N2OS2 in the gas phase.

SMILES	CSc1cccc(NC(=S)NCCCO)c1
energy above the lowest of the compared OMol25 structures with the same formula, charge and spin	3.7	kcal/mol

Atoms and positions in Å:
C -1.548 -6.018 0.205
S -2.439 -4.526 0.728
C -1.451 -3.199 0.116
C -0.252 -3.366 -0.564
C 0.427 -2.250 -1.020
C -0.052 -0.974 -0.795
C -1.239 -0.799 -0.081
N -1.787 0.459 0.165
C -1.172 1.655 0.396
S -2.098 3.025 0.403
N 0.146 1.660 0.658
C 0.898 2.872 0.869
C 1.372 3.492 -0.449
C 2.272 4.700 -0.186
O 3.461 4.357 0.485
C -1.938 -1.919 0.354
H -2.151 -6.853 0.551
H -0.569 -6.053 0.675
H -1.470 -6.044 -0.878
H 0.152 -4.346 -0.757
H 1.345 -2.382 -1.574
H 0.465 -0.124 -1.214
H -2.795 0.505 0.230
H 0.631 0.777 0.703
H 0.252 3.588 1.385
H 1.757 2.645 1.503
H 0.505 3.808 -1.028
H 1.922 2.745 -1.030
H 1.761 5.408 0.469
H 2.498 5.205 -1.136
H 3.969 3.755 -0.071
H -2.871 -1.801 0.885

---

ORCA calculation (ωB97M-V with the def2-TZVPD basis set) on a gas-phase ion, C11H16N3O (charge +1).

net charge	+1
energy above the lowest of the compared OMol25 structures with the same formula, charge and spin	144.2	kcal/mol

Atoms and positions in Å:
C -2.294 -1.915 0.887
C -1.460 -0.814 0.163
C -1.441 -2.870 1.322
C -0.169 -1.525 0.106
C -1.564 0.572 0.895
C -0.040 2.239 -0.265
C 0.522 3.935 -2.071
C 0.837 -3.685 1.085
C 0.981 -1.117 -0.628
C -0.561 3.065 -1.356
C 2.044 0.059 0.722
N -1.128 1.679 0.502
N 1.131 1.930 -0.085
N -0.181 -2.655 0.835
O 1.347 1.079 1.032
H -3.290 -1.585 1.190
H -1.681 -0.515 -0.799
H -1.733 -3.709 1.980
H -2.266 0.570 1.707
H 0.982 4.582 -1.390
H -0.020 4.780 -2.671
H 1.318 3.292 -2.569
H 0.731 -4.610 0.506
H 1.744 -3.299 0.949
H 0.546 -4.110 2.103
H 1.720 -1.860 -0.791
H 0.877 -0.298 -1.491
H -0.993 2.465 -2.095
H -1.378 3.738 -1.010
H 2.979 0.200 0.194
H 2.030 -0.636 1.527

---

ORCA calculation (ωB97M-V with the def2-TZVPD basis set) on a molecular structure, C11H16N3O9S4Zr.

net charge	+1
energy above the lowest of the compared OMol25 structures with the same formula, charge and spin	21.7	kcal/mol

Atoms and positions in Å:
Zr -0.843 -0.071 0.014
O 2.470 0.172 2.324
C 1.187 0.076 1.862
O 1.004 0.502 0.553
C 0.244 0.818 2.790
O -1.082 0.677 2.218
C -2.044 -0.140 2.956
C -2.920 -0.918 1.984
O -4.010 -1.284 2.294
O -2.318 -1.123 0.807
H 3.054 -0.306 1.716
H 0.511 1.873 2.786
H 0.299 0.424 3.802
H -2.682 0.493 3.564
H -1.515 -0.858 3.584
O 4.809 -4.233 -0.383
C 3.792 -3.630 -0.231
S 3.170 -3.081 1.346
C 1.683 -2.402 0.721
C 1.441 -2.481 -0.601
S 0.025 -1.958 -1.496
S 2.669 -3.242 -1.567
S 0.563 -1.732 1.877
O -2.332 0.102 -1.623
N -2.984 0.910 -0.843
O -4.145 0.986 -0.750
O -2.133 1.621 -0.097
N 2.136 3.145 -3.204
C 0.854 3.702 -2.626
C 0.373 2.778 -1.527
N 0.177 1.389 -1.966
C 1.412 0.874 -2.573
C 1.922 1.733 -3.707
H 2.849 3.128 -2.472
H 2.491 3.747 -3.946
H 0.149 3.757 -3.455
H 1.057 4.707 -2.262
H -0.558 3.175 -1.128
H 1.099 2.756 -0.709
H -0.592 1.331 -2.629
H 1.243 -0.137 -2.936
H 2.159 0.800 -1.777
H 1.202 1.812 -4.521
H 2.870 1.374 -4.102

---

ORCA calculation (ωB97M-V with the def2-TZVPD basis set) on 2 unconnected molecules or ions with the total composition C11H16N4.

SMILES	C=C(C#N)N1CCCCC1.c1c[nH]cn1
energy above the lowest of the compared OMol25 structures with the same formula, charge and spin	51.6	kcal/mol

Atoms and positions in Å:
C 1.460 0.340 -1.382
C 0.795 0.930 -0.421
C 1.358 2.021 0.243
N 2.130 2.666 0.793
N -0.368 0.361 0.199
C -0.967 -0.841 -0.325
C -2.442 -0.666 -0.816
C -3.319 -0.024 0.183
C -2.729 1.372 0.602
C -1.209 1.170 1.027
H 1.167 -0.605 -1.839
H 2.359 0.770 -1.851
H -1.038 -1.466 0.571
H -0.335 -1.177 -1.280
H -2.868 -1.718 -0.825
H -2.594 -0.325 -1.890
H -4.302 0.103 -0.142
H -3.443 -0.575 1.115
H -2.669 2.034 -0.256
H -3.338 1.854 1.212
H -0.971 2.190 1.045
H -1.267 0.757 2.056
C 4.661 -1.192 -0.638
C 3.858 -1.279 0.432
N 3.658 0.059 0.812
C 4.341 0.801 -0.058
N 4.978 0.089 -0.957
H 5.171 -2.072 -0.927
H 3.476 -2.281 0.683
H 3.060 0.467 1.517
H 4.203 1.922 0.022

---

Which formula does entry 4 have? C11H16N2OS2